{"formula": "C26H48O22PS3Tl", "method": "ωB97M-V with the def2-TZVPD basis set", "orbital_gap_ev": 3.85, "relative_energy_ev": 0.000, "total_energy_ha": -4383.1729, "homo_ev": -9.94, "total_charge": 0, "elements": ["Tl", "P", "O", "O", "O", "O", "C", "C", "C", "O", "C", "O", "O", "H", "H", "H", "H", "H", "H", "C", "C", "C", "O", "C", "O", "O", "H", "H", "H", "H", "H", "H", "C", "C", "C", "O", "C", "O", "O", "H", "H", "H", "H", "H", "H", "C", "C", "C", "O", "C", "O", "O", "H", "H", "H", "H", "H", "H", "C", "C", "C", "O", "C", "O", "O", "H", "H", "H", "H", "H", "H", "C", "S", "O", "C", "H", "H", "H", "H", "H", "H", "C", "S", "O", "C", "H", "H", "H", "H", "H", "H", "C", "S", "O", "C", "H", "H", "H", "H", "H", "H"], "positions_angstrom": [[-12.498, -18.521, -6.279], [-15.618, -19.391, -6.909], [-15.293, -17.923, -7.197], [-15.128, -19.441, -5.419], [-14.517, -20.182, -7.661], [-17.023, -19.804, -7.130], [-19.377, -17.836, -8.463], [-18.072, -17.298, -9.012], [-17.234, -18.316, -9.825], [-17.093, -17.714, -11.107], [-17.702, -16.499, -11.129], [-17.692, -15.780, -12.066], [-18.305, -16.243, -9.952], [-20.204, -17.744, -9.171], [-19.700, -17.268, -7.585], [-19.299, -18.872, -8.137], [-17.479, -16.907, -8.184], [-17.752, -19.272, -9.899], [-16.259, -18.472, -9.370], [-19.730, -19.017, -4.779], [-19.153, -20.417, -4.782], [-17.782, -20.517, -4.101], [-18.092, -21.010, -2.806], [-19.363, -21.480, -2.781], [-19.875, -22.008, -1.859], [-19.973, -21.266, -3.976], [-20.119, -18.718, -3.804], [-20.566, -18.944, -5.479], [-19.015, -18.261, -5.117], [-19.086, -20.737, -5.821], [-17.372, -19.508, -4.101], [-17.103, -21.201, -4.604], [-16.008, -21.440, -11.104], [-14.588, -21.937, -11.035], [-14.212, -22.525, -9.661], [-13.893, -23.881, -9.930], [-13.997, -24.137, -11.261], [-13.804, -25.194, -11.748], [-14.348, -23.019, -11.935], [-16.748, -22.188, -10.811], [-16.308, -21.064, -12.082], [-16.044, -20.607, -10.392], [-13.911, -21.116, -11.271], [-15.029, -22.448, -8.944], [-13.353, -22.019, -9.220], [-12.515, -22.604, -5.964], [-13.793, -22.359, -5.196], [-15.089, -22.739, -5.948], [-15.754, -23.669, -5.095], [-15.011, -23.901, -3.979], [-15.379, -24.543, -3.055], [-13.813, -23.301, -4.085], [-11.675, -22.641, -5.273], [-12.349, -21.761, -6.645], [-12.539, -23.496, -6.590], [-13.790, -21.347, -4.799], [-14.848, -23.123, -6.934], [-15.737, -21.869, -6.029], [-20.634, -22.753, -7.512], [-19.294, -22.475, -8.154], [-18.104, -23.025, -7.353], [-17.410, -23.874, -8.261], [-18.167, -24.071, -9.374], [-17.933, -24.859, -10.220], [-19.206, -23.202, -9.395], [-21.439, -22.252, -8.049], [-20.641, -22.391, -6.478], [-20.876, -23.816, -7.462], [-19.268, -21.404, -8.358], [-18.413, -23.560, -6.455], [-17.448, -22.204, -7.071], [-14.463, -15.493, -2.312], [-14.662, -15.783, -4.081], [-13.453, -16.552, -4.515], [-16.025, -16.936, -3.952], [-14.708, -16.410, -1.784], [-15.112, -14.663, -2.035], [-13.437, -15.177, -2.146], [-16.884, -16.407, -3.537], [-15.736, -17.767, -3.308], [-16.256, -17.258, -4.965], [-14.144, -16.089, -10.152], [-12.571, -16.934, -10.036], [-12.272, -17.011, -8.575], [-13.187, -18.554, -10.497], [-14.463, -15.995, -11.190], [-14.032, -15.111, -9.689], [-14.895, -16.641, -9.585], [-13.841, -18.895, -9.687], [-12.363, -19.239, -10.666], [-13.839, -18.466, -11.370], [-12.173, -19.261, -0.941], [-13.172, -19.034, -2.409], [-12.324, -19.320, -3.603], [-14.215, -20.477, -2.178], [-11.383, -18.513, -0.922], [-11.681, -20.236, -0.937], [-12.844, -19.167, -0.089], [-13.637, -21.399, -2.169], [-14.929, -20.467, -3.001], [-14.754, -20.347, -1.237]], "lowdin_charge": [1.09, -0.05, -0.11, -0.17, -0.21, -0.23, -0.02, -0.29, -0.12, 0.05, -0.57, 0.17, 0.09, 0.10, 0.08, 0.06, 0.13, 0.12, 0.07, -0.01, -0.31, -0.10, 0.08, -0.56, 0.18, 0.08, 0.10, 0.09, 0.07, 0.12, 0.10, 0.11, 0.01, -0.30, -0.11, 0.07, -0.56, 0.18, 0.10, 0.09, 0.10, 0.06, 0.13, 0.10, 0.12, -0.01, -0.28, -0.10, 0.07, -0.56, 0.18, 0.07, 0.10, 0.06, 0.10, 0.10, 0.12, 0.06, -0.02, -0.30, -0.10, 0.06, -0.57, 0.18, 0.08, 0.09, 0.08, 0.10, 0.13, 0.14, 0.08, -0.25, 0.86, -0.65, -0.27, 0.03, 0.06, 0.06, 0.07, 0.04, 0.02, -0.24, 0.86, -0.69, -0.26, 0.07, 0.07, 0.04, 0.03, 0.06, 0.07, -0.24, 0.81, -0.65, -0.23, 0.06, 0.07, 0.06, 0.07, 0.03, 0.07]}

{"formula": "C26H49Cl2FN2O7S", "method": "ωB97M-V with the def2-TZVPD basis set", "orbital_gap_ev": 8.59, "total_energy_ha": -3074.6100, "homo_ev": -8.46, "total_charge": 0, "elements": ["C", "O", "C", "C", "C", "C", "C", "C", "C", "C", "C", "C", "N", "C", "C", "C", "O", "C", "C", "C", "F", "C", "N", "C", "O", "C", "C", "O", "C", "S", "C", "Cl", "C", "C", "Cl", "H", "H", "H", "H", "H", "H", "H", "H", "H", "H", "H", "H", "H", "H", "H", "H", "H", "H", "H", "H", "H", "H", "H", "H", "H", "H", "H", "H", "H", "H", "H", "H", "H", "H", "H", "H", "H", "H", "H", "H", "H", "H", "H", "H", "H", "H", "H", "H", "C", "O", "O", "O", "H"], "positions_angstrom": [[8.858, 2.614, -0.364], [8.028, 1.521, -0.691], [7.739, 0.684, 0.416], [7.131, -0.624, -0.090], [5.628, -0.797, 0.181], [4.866, -1.523, -0.940], [3.824, -2.520, -0.447], [2.572, -1.847, 0.115], [1.514, -2.840, 0.634], [0.082, -2.631, 0.086], [-1.001, -2.465, 1.182], [-1.988, -1.282, 1.378], [-2.335, -0.196, 0.349], [-1.178, 0.797, -0.024], [0.107, 0.462, 0.746], [1.274, 1.403, 0.534], [2.091, 1.573, 1.361], [-1.665, 2.225, 0.299], [-1.700, 2.624, 1.774], [-2.764, 3.641, 2.142], [-0.441, 3.144, 2.084], [-0.931, 0.669, -1.520], [-2.097, 1.126, -2.250], [-1.873, 1.121, -3.694], [-0.813, 1.953, -4.044], [-1.023, 3.318, -3.716], [-3.372, 0.551, -1.889], [-4.226, 1.595, -1.469], [-3.293, -0.591, -0.817], [-2.706, -2.016, -1.778], [-4.696, -1.019, -0.206], [-5.915, -0.954, -1.510], [-5.202, -0.371, 1.099], [-5.345, 1.140, 1.197], [-6.789, -1.063, 1.509], [8.646, 2.993, 0.644], [9.916, 2.327, -0.416], [8.669, 3.416, -1.079], [8.657, 0.508, 0.993], [7.029, 1.207, 1.076], [7.311, -0.651, -1.169], [7.682, -1.460, 0.348], [5.488, -1.353, 1.116], [5.188, 0.191, 0.352], [4.352, -0.774, -1.557], [5.576, -2.031, -1.600], [4.268, -3.147, 0.338], [3.519, -3.187, -1.261], [2.873, -1.153, 0.910], [2.144, -1.226, -0.688], [1.846, -3.850, 0.374], [1.487, -2.814, 1.726], [0.092, -1.800, -0.618], [-0.201, -3.490, -0.526], [-0.495, -2.494, 2.151], [-1.634, -3.355, 1.183], [-2.945, -1.740, 1.645], [-1.679, -0.689, 2.235], [-2.959, 0.388, 0.910], [0.488, -0.507, 0.416], [-0.031, 0.396, 1.824], [1.387, 1.868, -0.462], [-2.648, 2.388, -0.147], [-0.998, 2.917, -0.226], [-1.795, 1.731, 2.407], [-2.281, 4.463, 2.673], [-3.518, 3.214, 2.802], [-3.266, 4.052, 1.263], [-0.618, -0.346, -1.794], [-0.102, 1.335, -1.772], [-1.594, 0.120, -4.057], [-2.808, 1.440, -4.175], [-0.749, 3.521, -2.675], [-0.384, 3.905, -4.376], [-2.068, 3.614, -3.862], [-3.809, 0.035, -2.750], [-5.083, 1.496, -1.908], [-2.895, -2.903, -0.789], [-4.577, -2.077, 0.040], [-4.572, -0.782, 1.892], [-5.721, 1.383, 2.192], [-4.404, 1.676, 1.062], [-6.046, 1.520, 0.454], [-3.771, -3.528, 2.785], [-4.195, -3.140, 1.654], [-3.677, -4.907, 2.943], [-3.393, -2.829, 3.717], [-4.060, -5.289, 2.147]], "lowdin_charge": [-0.12, -0.20, -0.24, -0.17, -0.20, -0.21, -0.22, -0.22, -0.17, -0.22, -0.13, -0.09, 0.06, -0.30, -0.07, -0.27, 0.10, -0.06, -0.35, -0.02, -0.01, -0.13, -0.07, -0.22, -0.15, -0.08, -0.42, -0.03, -0.55, 0.94, -0.66, 0.71, -0.74, -0.12, 0.68, 0.09, 0.09, 0.08, 0.12, 0.12, 0.11, 0.11, 0.11, 0.11, 0.11, 0.11, 0.12, 0.11, 0.11, 0.11, 0.11, 0.11, 0.05, 0.10, 0.12, 0.10, 0.06, 0.12, 0.12, 0.08, 0.14, 0.13, 0.10, 0.14, 0.14, 0.09, 0.08, 0.09, 0.10, 0.12, 0.14, 0.14, 0.08, 0.09, 0.10, 0.10, 0.09, -0.07, 0.04, 0.08, 0.08, 0.04, 0.08, -0.80, -0.12, 0.05, 0.02, 0.09]}

{"formula": "C26H49ClN4Re", "method": "ωB97M-V with the def2-TZVPD basis set", "orbital_gap_ev": [1.32, 2.62], "relative_energy_ev": 0.000, "total_energy_ha": -1777.3904, "homo_ev": [3.08, 1.71], "total_charge": -2, "s_squared": 3.78, "spin_multiplicity": 4, "elements": ["Re", "Cl", "C", "C", "N", "H", "N", "H", "C", "C", "C", "H", "H", "H", "H", "H", "H", "C", "H", "H", "H", "C", "C", "H", "H", "C", "H", "C", "H", "H", "H", "H", "H", "C", "H", "C", "N", "H", "N", "H", "C", "C", "C", "H", "H", "H", "H", "H", "H", "C", "H", "H", "H", "C", "C", "H", "H", "C", "H", "C", "H", "H", "H", "H", "H", "C", "H", "C", "C", "C", "C", "C", "H", "H", "H", "H", "H", "H", "H", "H", "H"], "positions_angstrom": [[0.226, -0.047, -0.392], [1.224, 0.384, -2.577], [-2.938, 2.609, -1.628], [-1.485, 0.957, -1.037], [-1.683, 2.317, -1.120], [-4.526, 1.235, -2.280], [-2.666, 0.426, -1.512], [-3.296, 3.612, -1.772], [-0.717, 3.399, -0.710], [-1.261, 4.768, -1.145], [-0.583, 3.388, 0.817], [-2.171, 5.045, -0.603], [-0.497, 5.514, -0.911], [-1.450, 4.808, -2.223], [1.220, 4.075, -1.372], [0.450, 2.898, -2.470], [-0.512, 2.370, 1.198], [0.616, 3.163, -1.422], [-1.456, 3.863, 1.278], [0.313, 3.945, 1.108], [1.164, 2.341, -0.961], [-3.549, 1.430, -1.877], [-3.493, -1.665, -0.464], [-4.202, -1.009, 0.050], [-3.992, -2.609, -0.701], [-2.991, -1.026, -1.757], [-1.855, -2.801, -2.236], [-4.110, -1.132, -2.804], [-3.912, -0.524, -3.691], [-2.660, -1.862, 0.214], [-0.845, -1.417, -1.722], [-5.085, -0.862, -2.386], [-4.159, -2.176, -3.128], [-1.729, -1.714, -2.291], [-1.564, -1.435, -3.337], [4.096, -1.482, 0.874], [3.139, -0.498, 0.679], [3.969, -3.642, 0.482], [2.264, -2.375, 0.042], [5.074, -1.279, 1.268], [3.455, 0.957, 0.921], [4.654, 1.071, 1.874], [3.816, 1.597, -0.426], [5.599, 0.804, 1.391], [4.730, 2.118, 2.183], [4.519, 0.462, 2.773], [2.423, 2.720, 1.590], [2.129, 1.293, 2.612], [3.219, 1.174, -1.238], [2.259, 1.639, 1.583], [4.871, 1.416, -0.656], [3.651, 2.678, -0.372], [1.342, 1.420, 1.033], [3.548, -2.653, 0.482], [1.229, -3.335, -1.982], [2.144, -3.692, -2.465], [0.382, -3.934, -2.332], [1.343, -3.456, -0.462], [-0.704, -4.070, -0.149], [1.934, -4.834, -0.130], [2.142, -4.950, 0.938], [1.087, -2.297, -2.283], [-0.434, -2.328, 0.100], [2.844, -5.037, -0.704], [1.189, -5.585, -0.406], [-0.010, -3.322, 0.246], [0.107, -3.485, 1.322], [1.981, -1.033, 0.154], [-2.563, 0.931, 2.218], [-1.170, 0.472, 2.685], [-1.340, -0.230, 4.046], [-0.507, -0.511, 1.683], [-3.239, 0.058, 2.096], [-2.538, 1.471, 1.262], [-3.010, 1.616, 2.970], [-0.497, 1.320, 2.905], [-1.999, -1.121, 3.957], [-0.353, -0.557, 4.440], [-1.786, 0.467, 4.787], [0.398, -0.895, 2.199], [-1.215, -1.350, 1.674]], "lowdin_charge": [0.69, -0.01, -0.08, -0.27, -0.03, 0.09, -0.01, 0.09, -0.52, -0.09, -0.05, 0.07, 0.08, 0.08, 0.08, 0.05, 0.03, -0.13, 0.08, 0.08, -0.02, -0.08, -0.04, 0.08, 0.08, -0.52, 0.08, -0.09, 0.08, 0.06, -0.04, 0.07, 0.08, -0.10, 0.08, -0.14, -0.01, 0.06, -0.01, 0.06, -0.53, -0.21, -0.07, 0.04, 0.06, 0.05, 0.07, 0.08, 0.00, -0.10, 0.06, 0.07, -0.01, -0.14, -0.07, 0.07, 0.07, -0.52, 0.08, -0.21, 0.05, 0.01, -0.01, 0.05, 0.06, -0.09, 0.08, -0.27, -0.11, -0.53, -0.15, -0.31, 0.07, 0.04, 0.07, 0.10, 0.07, 0.06, 0.06, 0.04, 0.01]}

{"formula": "C26H49N3O12PS3", "method": "ωB97M-V with the def2-TZVPD basis set", "orbital_gap_ev": 7.31, "total_energy_ha": -3622.8268, "homo_ev": -11.69, "total_charge": 1, "elements": ["C", "C", "O", "C", "C", "O", "N", "C", "N", "C", "C", "C", "O", "N", "C", "C", "C", "C", "C", "C", "P", "O", "O", "O", "H", "H", "H", "H", "H", "H", "H", "H", "H", "H", "H", "H", "H", "H", "H", "H", "H", "H", "H", "H", "H", "H", "H", "H", "H", "C", "C", "C", "S", "O", "O", "C", "H", "H", "H", "H", "H", "H", "H", "H", "C", "C", "C", "S", "O", "O", "C", "H", "H", "H", "H", "H", "H", "H", "H", "C", "C", "C", "S", "O", "O", "C", "H", "H", "H", "H", "H", "H", "H", "H"], "positions_angstrom": [[0.222, -2.338, 4.282], [1.084, -2.891, 3.060], [0.473, -2.327, 1.861], [1.189, -1.094, 1.641], [0.462, -0.054, 0.689], [-0.956, 0.070, 0.898], [-1.283, 0.068, 2.239], [-2.254, 1.057, 2.569], [-1.801, 2.220, 2.950], [-0.355, 2.590, 3.058], [-0.290, 4.183, 3.217], [-0.492, 4.950, 1.866], [-1.644, 4.540, 1.140], [-3.691, 0.870, 2.582], [-4.353, 1.073, 1.278], [-4.032, 0.380, 0.043], [-4.799, 0.636, -1.196], [-5.921, 1.587, -1.237], [-6.278, 2.312, 0.057], [-5.482, 2.032, 1.240], [-4.155, -0.632, 3.330], [-3.904, -1.837, 2.520], [-5.761, -0.455, 3.725], [-3.349, -0.650, 4.802], [-0.851, -2.469, 3.992], [0.443, -1.239, 4.365], [0.456, -2.853, 5.245], [1.050, -4.014, 3.025], [2.162, -2.608, 3.165], [1.508, -0.594, 2.599], [2.157, -1.376, 1.120], [1.024, 0.915, 0.748], [0.589, -0.418, -0.372], [-1.530, -0.868, 2.581], [-2.490, 2.928, 3.223], [0.149, 2.070, 3.921], [0.145, 2.334, 2.094], [0.709, 4.428, 3.668], [-1.060, 4.467, 3.997], [-0.634, 6.042, 2.121], [0.418, 4.798, 1.237], [-2.397, 4.383, 1.731], [-3.220, -0.378, 0.012], [-4.561, 0.113, -2.156], [-6.534, 1.781, -2.143], [-7.132, 3.028, 0.135], [-5.752, 2.581, 2.177], [-5.858, 0.379, 4.234], [-3.557, 0.224, 5.199], [1.300, -5.019, -1.737], [2.290, -5.275, -2.882], [2.775, -3.909, -3.379], [2.662, -2.805, -1.976], [1.660, -1.798, -2.254], [3.996, -2.463, -1.537], [1.967, -3.982, -0.840], [1.069, -5.933, -1.188], [0.364, -4.621, -2.139], [3.139, -5.854, -2.509], [1.835, -5.848, -3.690], [3.807, -3.948, -3.727], [2.132, -3.519, -4.169], [1.272, -3.478, -0.168], [2.786, -4.426, -0.272], [8.299, -4.224, -1.173], [7.403, -3.158, -1.810], [7.173, -3.559, -3.268], [7.302, -5.344, -3.321], [8.454, -5.699, -4.111], [5.995, -5.910, -3.572], [7.707, -5.564, -1.595], [8.337, -4.128, -0.087], [9.319, -4.127, -1.556], [6.446, -3.125, -1.283], [7.848, -2.164, -1.742], [6.185, -3.260, -3.616], [7.939, -3.145, -3.924], [8.399, -6.396, -1.480], [6.779, -5.769, -1.060], [-2.797, 6.024, -1.464], [-2.435, 5.810, -2.937], [-3.667, 5.209, -3.612], [-5.079, 5.788, -2.680], [-5.680, 4.651, -2.026], [-5.831, 6.716, -3.484], [-4.165, 6.688, -1.450], [-2.052, 6.636, -0.953], [-2.853, 5.060, -0.952], [-2.184, 6.770, -3.396], [-1.568, 5.158, -3.054], [-3.763, 5.527, -4.648], [-3.653, 4.120, -3.557], [-4.668, 6.616, -0.487], [-4.107, 7.732, -1.764]], "lowdin_charge": [-0.07, -0.23, -0.18, -0.20, -0.11, -0.10, 0.05, -0.20, 0.16, -0.09, -0.14, -0.24, -0.08, -0.08, -0.24, 0.00, -0.04, -0.03, -0.04, -0.04, 0.53, -0.22, -0.11, -0.13, 0.07, 0.06, 0.08, 0.13, 0.12, 0.12, 0.14, 0.12, 0.13, 0.12, 0.17, 0.15, 0.12, 0.13, 0.12, 0.13, 0.14, 0.08, 0.11, 0.11, 0.11, 0.11, 0.10, 0.09, 0.08, -0.21, -0.20, -0.21, 0.67, -0.33, -0.33, -0.23, 0.12, 0.12, 0.11, 0.12, 0.09, 0.11, 0.09, 0.11, -0.22, -0.22, -0.22, 0.67, -0.31, -0.34, -0.23, 0.12, 0.12, 0.09, 0.12, 0.09, 0.11, 0.11, 0.11, -0.24, -0.21, -0.22, 0.67, -0.33, -0.31, -0.23, 0.11, 0.10, 0.12, 0.12, 0.11, 0.10, 0.11, 0.11]}